No. 1
Computed, not measured: 11 unconnected molecules or ions with the total composition C16H58N4O11 in a non-equilibrium geometry, with ωB97M-V with the def2-TZVPD basis set.

The SMILES is COC[C@H](C)N.COC[C@H](C)N.COC[C@H](C)N.COC[C@H](C)N.O.O.O.O.O.O.O. As for the lowest unoccupied orbital energy: -0.19 eV. The total energy is -1690.9675 Eh. Its relative energy (zero: lowest compared OMol25 entry of this formula, charge and spin) is 131.1 kJ/mol. Its HOMO-LUMO gap is 9.063 eV.

```
89
Properties=species:S:1:pos:R:3:forces:R:3:lowdin_charge:R:1
C -0.55075 -4.78807 4.22292 0.1 -1.0 -0.7 -0.10
O -1.82093 -4.86433 4.84494 0.4 0.5 0.6 -0.18
C -2.03275 -3.81567 5.76104 -0.2 0.0 1.0 -0.23
C -3.29857 -4.05814 6.62672 0.1 0.2 -1.7 -0.44
C -4.44885 -4.43716 5.70377 -1.0 -0.8 0.6 -0.08
N -3.69644 -2.87135 7.36634 0.4 0.2 0.3 0.03
H 0.27671 -4.31878 4.76142 -0.5 0.3 0.5 0.09
H -0.61669 -4.31490 3.23921 -0.1 0.1 0.0 0.08
H -0.24801 -5.83037 4.09015 0.1 0.1 -0.3 0.09
H -1.20390 -3.74989 6.48216 0.2 0.0 -0.3 0.12
H -2.09491 -2.84553 5.24799 -0.2 0.0 -0.1 0.12
H -3.08065 -4.86892 7.32215 -0.1 0.0 0.0 0.14
H -5.35274 -4.57716 6.30757 0.1 0.1 0.1 0.08
H -4.30763 -5.39577 5.20454 0.3 0.2 -0.2 0.07
H -4.72913 -3.68213 4.96696 0.5 0.1 -0.1 0.08
H -2.95781 -2.57777 8.00057 -0.1 0.0 0.0 0.07
H -3.83134 -2.11165 6.70484 -0.1 0.0 0.1 0.07
C -3.39909 2.65175 -1.90302 -0.3 0.5 0.0 -0.08
O -2.14890 3.23854 -1.59224 0.4 -0.6 0.2 -0.23
C -2.19230 4.65110 -1.50643 -0.9 0.1 -0.7 -0.21
C -0.82305 5.18875 -1.18057 0.4 1.3 0.9 -0.42
C -0.54484 5.04574 0.32806 -0.3 -1.4 -0.7 -0.05
N -0.72754 6.62487 -1.56871 -0.6 0.3 0.7 0.03
H -3.69284 2.98865 -2.90134 -0.3 -0.1 0.0 0.10
H -4.13897 2.95508 -1.15634 -0.1 0.1 -0.1 0.10
H -3.37710 1.56410 -1.88581 0.5 0.0 0.0 0.08
H -2.60644 5.07201 -2.43527 0.5 -0.1 -0.3 0.13
H -2.96160 4.96351 -0.78446 0.3 -0.1 0.5 0.13
H -0.04492 4.69969 -1.76313 -0.2 -0.4 0.0 0.12
H 0.44855 5.40627 0.58156 -0.1 0.3 0.2 0.08
H -0.57045 3.97582 0.57589 0.2 0.1 0.1 0.06
H -1.36663 5.47732 0.89929 0.3 0.4 0.1 0.08
H -1.53760 7.12092 -1.17840 -0.2 -0.3 -0.5 0.07
H -0.03424 7.03862 -0.94527 0.5 -0.2 -0.4 0.06
C -1.97180 -2.10813 -2.00678 -0.5 -0.2 0.3 -0.09
O -1.04508 -1.89241 -0.96417 -0.3 -0.3 0.6 -0.22
C -0.57914 -0.54414 -0.90352 -0.2 -1.0 0.2 -0.18
C 0.33579 -0.40414 0.30028 1.3 0.4 -0.4 -0.42
C -0.24424 -0.99399 1.57703 -0.5 0.2 -0.5 -0.03
N 0.69587 1.01272 0.52467 -1.2 1.0 -0.4 0.04
H -1.45541 -2.10597 -2.96617 -0.3 0.2 -0.2 0.07
H -2.80728 -1.40916 -1.93397 0.3 0.4 -0.4 0.07
H -2.49366 -3.05850 -1.86763 0.6 -0.3 0.1 0.10
H -0.02641 -0.42112 -1.83744 -0.1 0.8 0.0 0.12
H -1.40787 0.16374 -0.77202 -0.2 -0.1 -0.4 0.13
H 1.28277 -0.83254 -0.04522 0.0 -0.5 0.7 0.11
H -0.23007 -2.07962 1.61620 0.0 0.0 -0.1 0.06
H -1.29139 -0.66859 1.54206 -0.1 -0.2 0.5 0.09
H 0.21572 -0.61115 2.48481 0.2 0.1 -0.1 0.08
H 0.66432 1.53151 -0.36519 0.7 -0.5 0.0 0.04
H -0.10044 1.49988 0.95336 0.2 -0.5 0.5 0.09
C 3.38518 0.68047 -1.23685 0.7 0.7 -1.0 -0.09
O 4.31160 0.49134 -2.31059 0.2 -0.3 0.0 -0.21
C 5.67109 0.70663 -1.95067 -0.9 -0.4 0.0 -0.21
C 6.13806 2.14830 -2.08958 0.5 0.0 -0.8 -0.43
C 5.65187 2.86671 -3.34325 -0.3 -0.5 -0.2 -0.07
N 7.63512 2.11918 -2.19519 0.1 0.1 2.4 0.02
H 3.43189 -0.09462 -0.46913 0.0 -0.1 -0.1 0.08
H 2.43522 0.71536 -1.76431 -0.3 0.0 0.5 0.07
H 3.61514 1.64726 -0.78301 -0.5 0.0 0.3 0.09
H 5.76646 0.37955 -0.91035 0.4 0.0 0.1 0.12
H 6.26050 0.03913 -2.57954 0.1 0.1 -0.1 0.13
H 5.74795 2.68638 -1.21977 0.3 0.1 0.1 0.13
H 4.58304 2.68055 -3.47333 0.0 0.4 0.0 0.07
H 6.15177 2.49418 -4.23935 0.1 -0.3 0.1 0.08
H 5.90939 3.92514 -3.32048 -0.3 0.1 0.3 0.07
H 7.97626 1.36194 -1.58205 -0.3 -0.3 -0.7 0.07
H 7.96207 2.85249 -1.55004 0.0 0.4 -0.9 0.07
O -5.25490 -0.95266 -2.78052 0.1 0.1 0.1 -0.07
H -5.41404 -1.77094 -3.26110 0.0 0.1 0.0 0.04
H -4.45635 -0.58398 -3.18609 -0.1 -0.1 -0.2 -0.02
O 0.45433 2.31183 -2.22195 -0.4 0.0 -0.3 -0.07
H 0.64040 1.99910 -3.11487 0.1 0.0 0.1 0.06
H -0.50346 2.51894 -2.21881 0.3 0.0 0.1 0.03
O -1.79085 -2.87301 -5.52142 -0.1 -0.1 -0.2 -0.05
H -1.16643 -3.60734 -5.52306 0.0 0.1 0.1 0.06
H -2.48159 -3.13311 -6.14328 0.1 0.0 0.1 0.06
O 2.67835 -2.94894 1.87390 -0.3 -0.1 -0.4 -0.08
H 3.50921 -3.17708 1.44485 0.0 0.0 0.1 0.03
H 1.97563 -3.30383 1.27978 0.4 0.2 0.5 -0.01
O -2.87100 -0.36287 -4.55249 0.2 0.1 -0.2 -0.06
H -2.30682 -1.06454 -4.91842 -0.1 0.0 0.2 0.00
H -2.54535 0.44973 -4.95448 -0.1 0.0 0.0 0.05
O 3.06402 1.28262 2.10318 -0.4 -0.1 -0.2 -0.11
H 3.13740 0.44456 2.57289 0.0 0.0 -0.1 0.02
H 2.21985 1.21180 1.58528 0.5 0.0 0.2 -0.02
O 0.92349 -3.85502 -0.11295 0.0 -0.1 -0.2 -0.06
H 0.10790 -3.42814 -0.43070 0.1 0.2 0.1 0.03
H 1.61825 -3.49065 -0.67563 -0.2 -0.1 -0.1 0.06
```
Positions in Å, forces in eV/Å.

No. 2
Computed, not measured: a molecular structure, C16H5F11IrN3O9S6 in a non-equilibrium geometry, with ωB97M-V with the def2-TZVPD basis set.

As for the lowest unoccupied orbital energy (spin up / spin down): 3.08 / 2.96 eV. The total energy is -5046.0898 Eh. Its relative energy (zero: lowest compared OMol25 entry of this formula, charge and spin) is 245.8 kJ/mol. Its HOMO-LUMO gap (spin up / spin down) is 5.588 / 5.462 eV. The charge is -2.

```
51
Properties=species:S:1:pos:R:3:forces:R:3:lowdin_charge:R:1
Ir -1.87755 -0.63569 0.57714 -0.5 3.0 0.6 1.28
O -5.03184 1.81503 0.44727 -0.6 -1.3 -0.1 -0.31
S -3.66246 1.42716 0.65336 -0.2 5.8 0.4 0.24
O -2.87456 2.65119 0.94123 -1.7 -1.4 -0.5 -0.47
O -3.08267 0.73032 -0.56367 1.2 -2.6 0.2 -0.45
O -3.46937 0.40574 1.74244 1.6 -2.4 -0.3 -0.40
F -0.08712 -6.94993 -1.56204 0.0 0.1 0.0 0.09
C -0.69988 -5.90340 -0.97281 0.0 0.0 0.1 -0.16
C -0.51594 -4.61648 -1.44491 0.0 -0.2 -0.2 -0.15
F 0.25984 -4.41700 -2.52138 0.0 0.1 0.0 0.11
C -1.14906 -3.56531 -0.82578 -0.2 0.2 0.5 -0.14
F -0.99628 -2.30587 -1.31999 0.2 0.0 0.0 0.04
C -1.95588 -3.70169 0.32430 0.5 -0.5 -0.9 -0.32
O -2.53533 -2.70187 0.89523 -0.2 1.8 0.3 -0.16
C -2.13529 -5.03508 0.74750 -0.1 0.3 0.2 -0.14
F -2.92046 -5.28526 1.81074 0.1 0.0 -0.1 0.10
C -1.51802 -6.09860 0.12504 0.0 -0.1 -0.1 -0.15
F -1.71534 -7.34710 0.58305 0.0 0.1 0.0 0.10
F 2.98068 -1.10104 0.65496 0.0 -0.1 0.1 0.14
C 2.60267 -0.47483 1.76661 -0.1 0.3 -0.2 -0.65
F 3.58061 -0.56415 2.66996 -0.2 -0.1 0.0 0.14
F 2.44583 0.81893 1.46597 0.2 -0.5 0.2 0.03
S 0.96458 -1.13958 2.40593 0.9 0.5 0.4 0.58
O 0.28162 -1.38108 1.13170 -0.9 -0.7 0.1 -0.42
O 0.45785 -0.11187 3.24911 0.0 -0.4 0.4 -0.32
N 1.33433 -2.39602 3.26671 -0.3 0.0 -0.8 -0.28
S 1.91798 -3.73213 2.63123 0.4 -0.3 0.8 0.59
O 3.26104 -3.60333 2.14822 0.1 0.1 -0.1 -0.28
O 1.00175 -4.52608 1.88227 -0.5 -0.1 -0.3 -0.26
C 2.08866 -4.62984 4.25260 0.0 0.3 0.1 -0.67
F 0.89728 -4.84324 4.81753 0.1 0.0 -0.1 0.13
F 2.67809 -5.81828 4.06727 0.0 0.1 -0.1 0.12
F 2.84112 -3.93454 5.11630 0.0 -0.1 -0.1 0.12
S 3.23029 5.45778 -0.58988 0.3 0.3 0.0 0.52
C 1.88868 4.50890 -0.36852 -0.5 -0.3 0.0 -1.09
S 1.78211 3.37452 0.95213 -0.5 0.5 -0.6 0.99
C 0.20655 2.80455 0.33868 0.2 0.2 -0.4 -0.98
N -0.14257 3.42572 -0.73343 -0.6 -0.2 -0.2 0.02
N 0.76079 4.38295 -1.12751 0.6 0.0 0.5 -0.14
C 0.41339 5.05992 -2.32919 0.0 -0.1 -0.3 -0.18
C 0.94791 6.29173 -2.70234 0.0 -0.1 0.1 -0.05
C 0.55672 6.87768 -3.89767 0.0 0.0 0.0 -0.10
C -0.36824 6.26482 -4.72612 0.0 0.0 0.0 -0.12
C -0.90466 5.04270 -4.34653 0.0 0.0 0.0 -0.09
C -0.52494 4.44123 -3.16034 0.1 0.0 0.0 -0.01
S -0.60966 1.64648 1.26095 0.7 -2.0 0.3 0.77
H 1.66463 6.78294 -2.07144 0.1 0.0 0.1 0.03
H 0.98902 7.83113 -4.17589 0.0 0.0 0.0 0.09
H -0.68187 6.73885 -5.64817 0.0 0.0 0.0 0.09
H -1.62391 4.54109 -4.98153 0.0 0.0 0.0 0.10
H -0.95114 3.49787 -2.85628 0.0 0.0 0.0 0.11
```
Positions in Å, forces in eV/Å.